<1>
Entry from the OMol25 dataset: C35H54N2O8SSi4TeW as an isolated structure (the ωB97M-V functional and the def2-TZVPD basis).

CARTESIAN COORDINATES (ANGSTROEM)
W -0.32540 -0.15411 0.51861
O -2.93632 1.08666 -5.77228
C -1.96155 1.76944 -5.39619
O -1.29617 2.65477 -5.93968
C -1.51022 1.48788 -3.97414
C -2.05181 2.22089 -2.92192
C -1.61017 2.01593 -1.63549
N -0.63916 1.14720 -1.35554
C -0.01907 0.51826 -2.38187
C -0.42427 0.64373 -3.68421
C 1.05174 -0.43043 -1.88046
O 1.47321 -1.41744 -2.41598
O 1.36692 -0.02961 -0.64166
H -2.85431 2.92224 -3.10581
H -2.03825 2.54005 -0.78966
H 0.06469 0.06665 -4.45751
C -6.50346 1.54316 -2.77015
C -5.56162 0.53087 -2.18494
C -5.77290 0.00892 -0.91085
C -4.86763 -0.87545 -0.33956
C -3.72822 -1.21991 -1.05004
C -3.52681 -0.75589 -2.34649
C -4.44980 0.10127 -2.91148
S -2.43710 -2.18750 -0.28485
C -2.47256 -3.50449 -1.51149
O -1.20202 -1.43019 -0.88152
H -6.95426 2.15655 -1.99072
H -7.31025 1.05024 -3.31632
H -5.98441 2.19349 -3.47256
H -6.64969 0.30681 -0.34877
H -5.05478 -1.28974 0.64226
H -2.65789 -1.04774 -2.92146
H -4.28451 0.44956 -3.92853
H -2.00264 -3.14663 -2.42241
H -3.50990 -3.77856 -1.68739
H -1.92869 -4.35879 -1.11081
C 5.76199 -4.42506 0.96972
Si 4.05373 -3.88071 0.40424
C 4.16450 -2.30657 -0.58326
C 3.28648 -5.20380 -0.68159
Si 2.69855 -3.54812 2.29341
Te 0.56323 -2.33833 1.64271
Si 3.92836 -2.28765 3.83092
C 2.78338 -1.42163 5.04896
C 4.90073 -0.95240 2.90714
C 5.15542 -3.32145 4.79768
Si 1.94309 -5.53117 3.26941
C 3.34181 -6.77727 3.21653
C 0.45570 -6.20684 2.35444
C 1.45434 -5.22811 5.05454
H 6.35915 -4.74519 0.11341
H 5.71198 -5.25847 1.67342
H 6.29200 -3.61033 1.46612
H 4.73541 -2.47944 -1.49905
H 4.64855 -1.50134 -0.02926
H 3.17361 -1.96067 -0.87551
H 3.90997 -5.38500 -1.55978
H 2.30517 -4.87494 -1.03061
H 3.15426 -6.15250 -0.15778
H 1.94321 -0.94495 4.54434
H 3.32101 -0.65599 5.61388
H 2.35820 -2.13156 5.76065
H 4.33346 -0.49784 2.09132
H 5.79661 -1.36731 2.44358
H 5.21629 -0.16045 3.59048
H 4.65596 -4.09315 5.38567
H 5.71922 -2.68410 5.48244
H 5.86463 -3.82361 4.13763
H 3.69427 -6.94889 2.19835
H 3.00397 -7.73224 3.62488
H 4.19783 -6.44082 3.80486
H 0.70910 -6.47519 1.32688
H -0.34064 -5.46160 2.31312
H 0.06870 -7.09681 2.85535
H 2.32198 -4.98538 5.67100
H 0.97511 -6.11273 5.47936
H 0.75453 -4.39341 5.13170
O 2.30722 0.69602 2.30962
C 2.49471 1.94060 2.80973
C 3.55316 2.22180 3.67337
C 3.73050 3.49771 4.16890
C 2.85627 4.51946 3.80972
C 1.82246 4.24013 2.94218
C 1.62505 2.95272 2.43000
C 0.48914 2.79487 1.49418
O -0.02961 3.72885 0.94138
O -0.02910 1.56106 1.33560
H 3.06910 0.14865 2.53138
H 4.22602 1.42393 3.95748
H 4.56270 3.70043 4.83030
H 2.98438 5.51747 4.20367
H 1.13071 5.01164 2.63415
C -3.17459 -1.56489 3.04319
C -2.52249 -0.22776 2.68046
C -1.51783 0.13694 3.78470
C -3.57676 0.88998 2.62104
N -1.83657 -0.29999 1.39349
H -3.84677 -1.41723 3.88924
H -2.41954 -2.30272 3.31984
H -3.75676 -1.97365 2.21914
H -2.01862 0.06791 4.75136
H -1.15367 1.15656 3.65725
H -0.66477 -0.54136 3.78502
H -3.81373 1.22023 3.63229
H -4.49897 0.55906 2.14274
H -3.18974 1.74248 2.06108

Values from the calculation:
- total charge = 0
- E_LUMO (eV) = -1.75

---

<2>
Entry from the OMol25 dataset: C35H54N2O8SSi4TeW as an isolated structure (the ωB97M-V functional and the def2-TZVPD basis).

CARTESIAN COORDINATES (ANGSTROEM)
W -0.02508 0.00012 0.06360
O 5.80158 -0.63428 2.77299
C 5.62268 0.55048 3.14740
O 6.23952 1.33359 3.84631
C 4.25192 0.86627 2.48999
C 3.06539 0.81266 3.23651
C 1.84963 0.71921 2.60601
N 1.71527 0.67529 1.26828
C 2.86417 0.77315 0.54493
C 4.11074 0.86452 1.08960
C 2.60203 0.74364 -0.91944
O 3.38561 1.04205 -1.76844
O 1.34196 0.36214 -1.15776
H 3.10197 0.84985 4.31652
H 0.92292 0.72782 3.16758
H 4.97393 0.92259 0.44154
C -6.98886 -1.35528 0.89907
C -5.72044 -0.55615 0.79231
C -5.71348 0.70105 0.19804
C -4.56044 1.46612 0.14231
C -3.37453 0.97424 0.66838
C -3.36534 -0.28188 1.25730
C -4.52678 -1.03685 1.31730
S -1.90218 2.02841 0.77627
C -2.54580 2.56406 2.47993
O -0.80935 1.09769 1.43841
H -7.66873 -1.11487 0.08244
H -7.49797 -1.12858 1.83822
H -6.78016 -2.42452 0.88052
H -6.63004 1.09651 -0.22365
H -4.59841 2.45706 -0.29375
H -2.49383 -0.63510 1.78105
H -4.50299 -2.00558 1.80189
H -2.70166 1.72615 3.15506
H -3.48179 3.09463 2.30522
H -1.81292 3.25535 2.89941
C -3.33152 -6.48646 -3.06852
Si -2.40178 -5.31161 -1.90694
C -3.45277 -5.06005 -0.34718
C -0.76872 -6.13653 -1.40672
Si -1.92217 -3.27750 -2.98308
Te -1.00655 -1.67862 -1.34587
Si -3.85885 -2.41036 -4.01124
C -3.64529 -0.65643 -4.70437
C -5.27651 -2.31262 -2.75804
C -4.43641 -3.52805 -5.43206
Si -0.26565 -3.57057 -4.64494
C -0.72584 -5.00308 -5.79517
C 1.41437 -3.89178 -3.83488
C -0.12042 -1.98659 -5.67726
H -3.33726 -7.50430 -2.67731
H -2.85980 -6.50351 -4.05406
H -4.36813 -6.16950 -3.20038
H -3.49779 -5.95811 0.26948
H -4.47412 -4.77448 -0.60999
H -3.02280 -4.25449 0.25429
H -0.91412 -6.97071 -0.71978
H -0.11972 -5.40380 -0.91985
H -0.24387 -6.51111 -2.28861
H -3.31214 0.01856 -3.91192
H -4.58167 -0.26619 -5.10585
H -2.89920 -0.62890 -5.50082
H -4.91686 -1.83581 -1.84563
H -5.64040 -3.30944 -2.49663
H -6.11817 -1.73062 -3.13739
H -3.79222 -3.42458 -6.30781
H -5.45448 -3.27691 -5.73239
H -4.42049 -4.57811 -5.13125
H -0.61789 -5.96498 -5.28960
H -0.09676 -5.01753 -6.68571
H -1.76646 -4.91337 -6.11662
H 1.43457 -4.86402 -3.33838
H 1.59391 -3.12978 -3.07109
H 2.24086 -3.85533 -4.54541
H -1.03082 -1.80950 -6.25412
H 0.71827 -2.02289 -6.37355
H 0.02952 -1.12841 -5.01652
O 1.77732 -1.93239 0.01624
C 2.43145 -2.46577 1.10052
C 3.68793 -3.01441 0.92772
C 4.34330 -3.55852 2.01563
C 3.75251 -3.56566 3.27428
C 2.50242 -3.01676 3.44843
C 1.81506 -2.46812 2.36384
C 0.47020 -1.89085 2.59946
O -0.12652 -1.92415 3.63910
O -0.10759 -1.32816 1.49875
H 0.90865 -1.64485 0.42106
H 4.13929 -2.99998 -0.05571
H 5.34132 -3.95375 1.89278
H 4.28611 -3.98110 4.11738
H 2.02680 -2.98840 4.41962
C -2.49153 2.75365 -2.26237
C -1.08692 2.19649 -1.98866
C -0.11134 3.34058 -1.65397
C -0.59543 1.49251 -3.26321
N -1.12534 1.26014 -0.86148
H -2.48066 3.37761 -3.15443
H -2.84343 3.35191 -1.41948
H -3.18646 1.92626 -2.41408
H 0.10852 3.93353 -2.54139
H 0.82587 2.92475 -1.28200
H -0.52401 3.99588 -0.88568
H -0.55774 2.20992 -4.08314
H -1.27423 0.68566 -3.54511
H 0.40116 1.08118 -3.11792

Values from the calculation:
- total charge = 0
- E_LUMO (eV) = -2.15

---

Q: Which of them is the most stable? A: <1>.

---

<1>
Entry from the OMol25 dataset: a 2-piece molecular cluster, C4H13N3O2 overall (the ωB97M-V functional and the def2-TZVPD basis).

CARTESIAN COORDINATES (ANGSTROEM)
C -1.51790 0.54854 0.42338
C -0.70171 -0.67108 -0.09735
C 2.93991 0.20420 -0.62588
C 3.28727 -0.97569 -0.08163
N -2.86335 0.48190 -0.10187
N -1.52712 0.50221 1.87086
N -0.76272 -0.83049 -1.53209
O 0.62293 -0.43971 0.31077
O -0.93719 1.73082 -0.09450
H 0.02288 1.60126 -0.06948
H -1.10733 -1.58145 0.36927
H -3.22568 1.42080 -0.21386
H -3.45420 -0.01582 0.55189
H -1.82083 1.39928 2.24479
H -0.59357 0.31762 2.22248
H -1.71936 -1.04318 -1.79433
H -0.55377 0.06503 -1.96820
H 2.95017 1.12108 -0.05677
H 2.54625 0.28899 -1.62769
H 3.70972 -1.03140 0.91025
H 3.41660 -1.86131 -0.68583
H 1.28902 -1.23159 0.04576

Values from the calculation:
- total charge = 0
- SMILES string = N[C@@H](O)C(N)(N)O.C=C
- E_LUMO (eV) = 0.90

---

<2>
Entry from the OMol25 dataset: a 2-piece molecular cluster, C4H13N3O2 overall (the ωB97M-V functional and the def2-TZVPD basis).

CARTESIAN COORDINATES (ANGSTROEM)
N -1.17172 -0.92410 1.94430
C 0.20412 -1.43065 1.95530
C 0.98618 -0.73091 0.84068
N 0.61422 -0.65733 -0.48669
C -0.70798 -0.73804 -1.08817
C -0.98584 0.36355 -2.10482
N -0.49308 0.03420 -3.44210
O 1.99504 -0.06938 1.08379
H -1.20204 0.09574 2.04277
H -1.75799 -1.19623 2.75846
H 0.32977 -2.52408 1.90734
H 0.69748 -1.06344 2.89809
H 1.24215 -0.00515 -0.95225
H -0.65448 -1.62492 -1.72555
H -1.55330 -1.02004 -0.45136
H -0.60767 1.30429 -1.65612
H -2.01877 0.68724 -2.16324
H 0.00302 -0.82720 -3.55033
H -0.14983 0.87757 -3.88463
H 0.36189 2.44186 1.50568
H -0.11086 3.84203 1.91930
O -0.02012 3.25630 1.15830

Values from the calculation:
- total charge = 0
- SMILES string = NCCNC(=O)CN.O
- E_LUMO (eV) = 0.68

---

<3>
Entry from the OMol25 dataset: a 2-piece molecular cluster, C4H13N3O2 overall (the ωB97M-V functional and the def2-TZVPD basis).

CARTESIAN COORDINATES (ANGSTROEM)
O 0.57175 -0.52814 -2.06564
C 0.01906 0.02026 -1.13642
N 0.71695 1.16792 -0.85483
C 0.29731 2.14869 0.21801
N 1.47940 2.18850 1.15675
C -1.15011 -0.66366 -0.26195
C -0.99973 -2.07510 -0.69049
N -2.42589 0.07478 -0.48563
H 1.21157 1.53863 -1.67171
H 0.12809 3.21971 -0.08604
H -0.53011 1.76930 0.85400
H 2.26778 2.07169 0.63775
H 1.32348 1.40498 1.68820
H -0.86740 -0.57184 0.78900
H 0.05734 -2.44456 -0.49367
H -1.62816 -2.83033 -0.40816
H -1.05595 -2.15228 -1.80105
H -3.12923 -0.37211 0.06706
H -2.55268 0.04036 -1.53538
H 1.55436 -1.72384 1.62042
H 2.74147 -0.92928 2.12050
O 1.97069 -1.35369 2.33927

Values from the calculation:
- total charge = 0
- SMILES string = C[C@H](N)C(=O)NCN.O
- E_LUMO (eV) = 0.67

---

Q: Which of them is the most stable? A: <2>.

---

<1>
Entry from the OMol25 dataset: one molecule with the formula C6H15N (the ωB97M-V functional and the def2-TZVPD basis).

CARTESIAN COORDINATES (ANGSTROEM)
C 2.27750 0.70236 0.50213
C 1.58474 2.02542 0.70632
C 1.68179 -0.37622 -0.62230
N 0.18284 -0.38266 -0.78464
C -0.74898 -0.58458 0.51260
C -2.13570 -1.14545 0.23953
C -2.74723 -0.45812 -0.86312
H 2.22188 0.25104 1.49996
H 3.36243 0.81914 0.22553
H 2.36140 2.81377 0.65549
H 1.08398 2.02250 1.70108
H 0.81260 2.12176 -0.09863
H 2.24400 -0.11641 -1.59529
H 2.21198 -1.34844 -0.21042
H 0.08766 -1.22404 -1.35468
H -0.27108 -1.26362 1.28359
H -0.64688 0.33314 1.05582
H -2.89868 -1.27994 1.00916
H -2.05647 -2.21902 -0.13921
H -2.78566 0.76907 -0.94056
H -1.98675 -0.71807 -1.69056
H -3.83537 -0.74161 -1.09180

Values from the calculation:
- total charge = 0
- SMILES string = CCCNCCC
- E_LUMO (eV) = 1.07

---

<2>
Entry from the OMol25 dataset: one molecule with the formula C6H15N (the ωB97M-V functional and the def2-TZVPD basis).

CARTESIAN COORDINATES (ANGSTROEM)
C -0.59847 -0.02688 0.02166
C 1.73755 -0.99447 0.22440
C 1.56817 1.51918 0.03950
C -0.71972 -0.05359 -1.50413
C -1.38400 1.15787 0.59786
C -1.14669 -1.32451 0.62863
N 0.84210 0.14678 0.40439
H 1.84701 -1.22209 -0.83913
H 1.39262 -1.87525 0.76330
H 2.71654 -0.71154 0.61231
H 0.97584 2.07703 -0.68606
H 2.52427 1.30869 -0.45010
H 1.14022 0.76965 1.27550
H -0.72352 -2.21107 0.15706
H -0.94733 -1.36742 1.70108
H -0.22420 -0.92712 -1.92939
H -0.26624 0.84043 -1.93099
H -1.76981 -0.09362 -1.79385
H -0.99200 2.09946 0.21421
H -1.31070 1.17711 1.68652
H -2.43493 1.07335 0.32295
H -2.22671 -1.36199 0.48430

Values from the calculation:
- total charge = 0
- E_LUMO (eV) = 0.77

---

Q: Which of them is the most stable? A: <1>.

---

<1>
Entry from the OMol25 dataset: a 2-piece molecular cluster, C2H9NS2 overall (the ωB97M-V functional and the def2-TZVPD basis).

CARTESIAN COORDINATES (ANGSTROEM)
S 3.08953 0.59426 -1.61302
S 2.51284 -1.52265 -2.13806
H 1.96524 0.40907 -0.84163
H 2.91239 -1.35504 -3.42390
C -1.17624 1.34851 1.01565
C -0.60882 -0.12309 1.00663
N -1.32491 -1.07205 0.24570
H -1.56112 1.50109 -0.04290
H -0.45876 2.17917 1.09889
H -1.89243 1.46929 1.91126
H -0.42885 -0.41374 2.03624
H 0.43839 -0.10437 0.61943
H -2.13875 -0.84201 -0.28913
H -1.32852 -2.06846 0.41482

Values from the calculation:
- 2S+1 = 2
- total charge = +1
- E_LUMO (spin up / spin down) (eV) = -7.01 / -9.31

---

<2>
Entry from the OMol25 dataset: a 2-piece molecular cluster, C2H9NS2 overall (the ωB97M-V functional and the def2-TZVPD basis).

CARTESIAN COORDINATES (ANGSTROEM)
C -2.33626 -2.33709 -1.69067
N -1.90074 -3.18767 -0.55891
H -1.55261 -2.33489 -2.41445
H -3.42390 -2.48759 -1.88058
H -2.34979 -1.34290 -1.17456
H -1.85196 -4.15689 -0.68719
H -0.81823 -2.99286 -0.45531
C 0.46107 0.86653 2.09028
S 1.71790 1.19342 0.95471
S 0.45845 1.36132 -0.78377
H -0.10983 -0.06676 1.96643
H 0.74367 0.55158 3.05470
H -0.20984 1.76086 2.00938
H -0.69272 1.33073 -1.63876

Values from the calculation:
- 2S+1 = 2
- total charge = +1
- E_LUMO (spin up / spin down) (eV) = -8.34 / -8.52

---

Q: Which of them is the most stable? A: <1>.